[1]
ORCA calculation (ωB97M-V with the def2-TZVPD basis set) on 9 unconnected molecules or ions with the total composition C24H41BBrN4O34PS8 in a non-equilibrium geometry.

Last column: Löwdin charge in e.
Positions of all 114 atoms, in Å:
N: 3.93092 2.74716 0.58255  0.13
B: 3.45352 1.40574 1.07537  -0.49
O: 4.02826 0.93016 2.30679  0.02
C: 2.28893 0.62093 0.21172  -0.09
N: 1.44476 1.50060 -0.54958  0.09
C: 0.47657 0.79065 -1.33379  -0.20
C: -0.49719 1.65556 -2.23599  -0.50
Br: -0.26491 3.64735 -2.16165  0.58
C: -1.58801 1.03739 -3.17099  -0.06
C: -1.68455 -0.53886 -3.17660  -0.03
C: -0.73301 -1.38522 -2.29955  0.01
C: 0.36340 -0.75042 -1.33603  -0.16
N: 1.14794 -1.67395 -0.56357  0.07
C: 2.11287 -0.93169 0.19844  -0.29
P: 3.30872 -2.02598 1.24575  0.88
N: 3.03849 -1.77768 2.96956  -0.19
O: 2.81217 -3.68020 0.98324  -0.36
H: 3.62089 2.90239 -0.39689  0.07
H: 4.95780 2.82245 0.63698  0.08
H: 4.91618 0.51432 2.15715  0.11
H: -2.25074 1.74187 -3.76579  0.06
H: -2.48323 -0.99716 -3.84462  0.08
H: -0.83963 -2.53443 -2.37573  0.07
H: 2.33877 -1.03420 3.10293  0.03
H: 2.80309 -2.64721 3.46876  0.02
H: 2.00406 -3.76540 1.55867  0.04
O: 1.75821 -2.92948 5.93504  -0.23
S: 1.04647 -1.88280 6.60891  0.65
O: -0.36950 -1.92002 6.82853  -0.23
O: 1.42304 -0.47584 5.89672  -0.19
C: 1.99629 0.41133 6.86126  -0.17
C: 2.66076 -0.48884 7.89081  -0.16
O: 1.77837 -1.60457 8.03088  -0.20
H: 1.18713 0.99451 7.31036  0.14
H: 2.70536 1.08494 6.38393  0.10
H: 2.80571 0.01048 8.84873  0.13
H: 3.62247 -0.86220 7.52680  0.14
O: 2.85893 3.11400 8.78436  -0.22
S: 4.11611 2.78946 8.17632  0.65
O: 4.24682 2.46003 6.78828  -0.23
O: 4.81438 1.61701 9.05482  -0.21
C: 6.08889 2.06454 9.52328  -0.15
C: 5.96440 3.57529 9.64333  -0.16
O: 5.17009 3.97231 8.52305  -0.19
H: 6.84146 1.78800 8.77960  0.14
H: 6.33185 1.59364 10.47645  0.14
H: 6.93309 4.07526 9.62566  0.11
H: 5.42762 3.85569 10.55434  0.14
O: -0.86995 -6.07410 -5.14992  -0.22
S: -0.88653 -5.55167 -3.81609  0.66
O: -0.78741 -4.15118 -3.52861  -0.25
O: 0.23565 -6.33914 -2.94936  -0.18
C: -0.38277 -6.97547 -1.83054  -0.17
C: -1.80834 -7.27003 -2.27256  -0.17
O: -2.19430 -6.13941 -3.05443  -0.19
H: -0.36649 -6.27672 -0.98930  0.13
H: 0.16060 -7.88138 -1.55935  0.14
H: -2.48603 -7.40452 -1.42933  0.14
H: -1.84779 -8.15465 -2.91505  0.13
O: 1.42547 -3.56250 12.68641  -0.23
S: 0.24011 -4.05654 12.04904  0.65
O: -0.39592 -5.28044 12.43358  -0.23
O: 0.50215 -4.08804 10.44823  -0.19
C: -0.46936 -3.27433 9.78811  -0.17
C: -0.85108 -2.20384 10.79834  -0.17
O: -0.87348 -2.87483 12.05859  -0.19
H: -1.32762 -3.90419 9.53718  0.14
H: -0.05320 -2.84893 8.87516  0.08
H: -1.82139 -1.75599 10.58332  0.14
H: -0.09095 -1.41822 10.84713  0.13
O: 10.22974 7.17893 10.84304  -0.21
S: 9.04858 6.68150 10.20426  0.66
O: 8.41665 5.45292 10.58666  -0.24
O: 9.31158 6.65229 8.60331  -0.19
C: 8.33707 7.46171 7.94320  -0.17
C: 7.94976 8.52990 8.95455  -0.17
O: 7.92967 7.85714 10.21393  -0.19
H: 7.48186 6.82804 7.69110  0.13
H: 8.75250 7.88937 7.02998  0.14
H: 6.97750 8.97342 8.73933  0.14
H: 8.70588 9.31889 9.00493  0.14
O: -3.66360 1.26239 -5.25367  -0.24
S: -4.72522 1.05718 -6.19557  0.66
O: -5.16438 2.07171 -7.10703  -0.23
O: -6.01414 0.49097 -5.39004  -0.18
C: -6.39480 -0.77726 -5.92642  -0.17
C: -5.11178 -1.38387 -6.47331  -0.17
O: -4.39818 -0.28669 -7.04421  -0.19
H: -7.12197 -0.60504 -6.72490  0.13
H: -6.84728 -1.39809 -5.15227  0.14
H: -5.30119 -2.15207 -7.22310  0.14
H: -4.49957 -1.80380 -5.66967  0.13
O: -5.99602 0.50148 -12.30704  -0.24
S: -4.97939 1.48641 -12.55482  0.66
O: -4.30224 1.60560 -13.81075  -0.22
O: -3.87099 1.37534 -11.37594  -0.19
C: -3.76786 2.62792 -10.69717  -0.16
C: -5.13732 3.27372 -10.83201  -0.17
O: -5.57405 2.94142 -12.15085  -0.19
H: -2.99914 3.22376 -11.19733  0.13
H: -3.48628 2.47445 -9.65467  0.13
H: -5.10276 4.35495 -10.69828  0.14
H: -5.84850 2.84248 -10.12145  0.13
O: -7.93656 -4.07952 -16.45875  -0.23
S: -8.64604 -3.03696 -15.77721  0.65
O: -10.05865 -3.08166 -15.54572  -0.23
O: -8.28130 -1.62603 -16.49238  -0.19
C: -7.70483 -0.73825 -15.53301  -0.17
C: -7.02820 -1.63647 -14.50966  -0.17
O: -7.90295 -2.75608 -14.36158  -0.19
H: -8.51229 -0.15854 -15.07667  0.13
H: -7.00050 -0.05991 -16.01614  0.14
H: -6.87651 -1.13613 -13.55273  0.10
H: -6.06799 -2.00551 -14.88259  0.14

Gap between HOMO and LUMO   7.15 eV
Calculated total energy   -267807.286 eV
LUMO level   -0.03854 Eh
Charge   0

---

[2]
ORCA calculation (ωB97M-V with the def2-TZVPD basis set) on C4H6N4 in the gas phase in a non-equilibrium geometry.

Last column: Löwdin charge in e.
Positions of all 14 atoms, in Å:
C: 1.64778 0.21342 -1.14421  -0.09
C: 0.38541 0.64195 -0.27548  -0.21
C: 0.29251 -0.14597 1.01109  -0.18
N: -0.93378 -0.63987 0.58200  -0.13
N: -2.18279 -0.87294 1.27641  0.03
N: -3.09754 -0.49056 0.52883  -0.02
N: -2.52782 0.10099 -0.74997  0.06
C: -1.14470 -0.10076 -0.52089  -0.23
H: 1.28086 -0.82435 -1.05171  0.05
H: 1.85271 0.77716 -2.21040  0.12
H: 2.72457 0.32956 -0.58989  0.12
H: 0.31220 1.73909 0.29190  0.19
H: 0.94602 -1.14185 0.94025  0.16
H: 0.44457 0.41413 1.91207  0.12

Energy relative to the best compared isomer or geometry (same formula, charge and spin)   659.53 kJ/mol
Gap between HOMO and LUMO   10.42 eV
Calculated total energy   -10199.104 eV
LUMO level   0.01513 Eh
Charge   0

---

[3]
ORCA calculation (ωB97M-V with the def2-TZVPD basis set) on C4H7NO2 in the gas phase.

Last column: Löwdin charge in e.
Positions of all 14 atoms, in Å:
C: 0.87495 1.68492 0.42484  -0.03
C: 0.23824 0.33267 0.28958  -0.30
C: -0.48400 -0.29922 -0.86464  -0.17
C: -1.77571 -0.83625 -0.33796  -0.23
O: -2.82023 -0.26926 -0.56097  0.05
N: 0.84002 -0.75133 -0.43491  -0.06
O: 0.85315 -1.94302 0.33430  -0.04
H: 1.54138 1.93346 -0.40338  0.08
H: 0.09732 2.45026 0.50931  0.08
H: 1.45482 1.68581 1.35359  0.08
H: -0.23310 -0.00288 1.21615  0.15
H: -0.52584 0.10457 -1.87343  0.15
H: -1.71429 -1.71116 0.33652  0.13
H: 1.65328 -2.37856 0.01100  0.10

Energy relative to the best compared isomer or geometry (same formula, charge and spin)   369.53 kJ/mol
Gap between HOMO and LUMO   10.64 eV
Calculated total energy   -9843.450 eV
LUMO level   0.03352 Eh
Charge   0

---

[4]
ORCA calculation (ωB97M-V with the def2-TZVPD basis set) on C5H10N4 in the gas phase in a non-equilibrium geometry.

Last column: Löwdin charge in e.
Positions of all 19 atoms, in Å:
N: -2.85455 0.31911 -0.43118  -0.02
C: -1.71845 -0.50223 -0.10722  -0.29
C: -0.88097 -0.52284 1.33356  -0.01
C: -0.16400 -0.15657 0.03188  -0.47
C: 0.25394 1.25331 -0.21467  -0.17
N: 1.70282 1.33039 0.14949  0.05
C: 2.57328 0.42766 0.12754  -0.22
N: 2.24831 -0.95680 -0.17945  -0.06
N: 0.85264 -1.04802 -0.65990  -0.02
H: -2.49934 1.32592 -0.12291  0.10
H: -2.90071 0.44905 -1.60767  0.16
H: -1.78291 -1.58127 -0.45097  0.13
H: -0.95453 0.32094 2.10119  0.12
H: -0.58739 -1.36203 1.83322  0.04
H: 0.12647 1.39085 -1.35235  0.14
H: -0.36821 2.01054 0.35297  0.12
H: 3.51317 0.59374 0.38511  0.06
H: 2.87212 -1.32793 -1.09582  0.19
H: 0.56830 -1.96383 -0.09283  0.14

Energy relative to the best compared isomer or geometry (same formula, charge and spin)   524.86 kJ/mol
Gap between HOMO and LUMO   9.38 eV
Calculated total energy   -11302.438 eV
LUMO level   0.03155 Eh
Charge   0

---

[5]
ORCA calculation (ωB97M-V with the def2-TZVPD basis set) on 5 unconnected molecules or ions with the total composition C34H31BrO12 in a non-equilibrium geometry.

Last column: Löwdin charge in e.
Positions of all 78 atoms, in Å:
C: 1.35773 -1.44441 2.57020  -0.12
C: 1.19638 0.01593 2.09637  -0.68
Br: 0.50121 1.17694 3.55012  0.68
C: 0.44438 0.20097 0.76909  -0.12
C: -0.85995 -0.62059 0.67241  -0.49
O: -0.82530 -1.70332 0.18598  0.14
O: -1.97608 0.01969 1.10742  0.01
C: -2.81687 -0.78704 1.95977  -0.32
C: -3.98132 -1.48267 1.19070  -0.07
C: -4.48987 -2.73030 1.94127  -0.26
O: -5.45092 -3.31209 1.57238  0.07
C: -3.18190 -0.15185 3.29324  -0.07
C: -4.07298 1.16008 3.15121  -0.24
C: -4.34331 1.66851 1.71869  -0.05
O: -5.35890 0.99134 2.56650  -0.07
H: 1.73492 -1.43037 3.60487  0.07
H: 2.05513 -1.96085 1.89421  0.07
H: 0.39002 -1.97148 2.55605  0.07
H: 2.21675 0.39132 1.92429  0.08
H: 0.12589 1.25811 0.71559  0.07
H: 1.03050 -0.03415 -0.12768  0.12
H: -2.17718 -1.65938 2.22613  0.14
H: -3.58108 -1.85041 0.22987  0.13
H: -4.83376 -0.82310 0.98529  0.11
H: -3.92323 -3.12001 2.82564  0.13
H: -3.80435 -0.79075 3.93771  0.13
H: -2.26586 0.18317 3.80618  0.07
H: -3.95087 1.92885 3.93432  0.14
H: -4.08832 1.08878 0.83988  0.09
H: -4.43332 2.75624 1.77406  0.10
O: -3.60855 6.32357 -1.35628  0.11
C: -2.68317 5.61079 -1.02691  -0.38
C: -1.71365 5.09848 -2.02372  0.02
C: -0.70023 4.31481 -1.66221  0.03
C: -0.49962 3.92457 -0.24781  -0.36
O: 0.42524 3.21058 0.08640  0.08
C: -1.46867 4.43565 0.75086  0.03
C: -2.48157 5.21887 0.38926  0.02
H: -1.87592 5.39429 -3.04927  0.10
H: 0.01598 3.93079 -2.37537  0.11
H: -1.30443 4.13723 1.77928  0.12
H: -3.19971 5.60339 1.10279  0.12
O: 3.90407 -1.08329 0.45819  0.09
C: 4.13186 -1.93253 -0.38191  -0.37
C: 5.36498 -2.74741 -0.32975  0.00
C: 5.61729 -3.67727 -1.24677  0.02
C: 4.67387 -3.93657 -2.35940  -0.38
O: 4.90194 -4.78534 -3.19521  0.11
C: 3.43687 -3.11912 -2.41147  0.03
C: 3.18537 -2.19020 -1.49295  0.03
H: 6.04087 -2.54559 0.49011  0.12
H: 6.51337 -4.28371 -1.22399  0.13
H: 2.75864 -3.32170 -3.23068  0.12
H: 2.28761 -1.58513 -1.51310  0.11
O: 2.33898 -5.67890 6.34713  0.11
C: 2.95211 -5.47445 5.32167  -0.39
C: 2.88278 -6.41991 4.18120  0.02
C: 3.55795 -6.19546 3.05652  0.02
C: 4.40612 -4.99104 2.89576  -0.38
O: 5.01981 -4.78524 1.86815  0.10
C: 4.47598 -4.04544 4.03488  0.02
C: 3.80106 -4.26925 5.15974  0.02
H: 2.25782 -7.29345 4.31658  0.12
H: 3.52036 -6.87392 2.21362  0.12
H: 5.10076 -3.17152 3.89876  0.12
H: 3.83869 -3.59019 6.00210  0.12
O: -1.02244 3.79491 -4.55445  0.08
C: -1.26058 4.11102 -5.70379  -0.37
C: -0.18502 4.18329 -6.72006  0.02
C: -0.44644 4.53166 -7.97745  0.02
C: -1.82503 4.86060 -8.41482  -0.38
O: -2.06299 5.17592 -9.56033  0.11
C: -2.90080 4.78788 -7.39636  0.03
C: -2.63833 4.43935 -6.13921  0.03
H: 0.81445 3.93917 -6.38287  0.12
H: 0.32558 4.59083 -8.73400  0.12
H: -3.90045 5.03185 -7.73262  0.12
H: -3.41035 4.37998 -5.38202  0.12

Gap between HOMO and LUMO   7.86 eV
Calculated total energy   -130366.481 eV
LUMO level   -0.06939 Eh
Charge   0

---

[6]
ORCA calculation (ωB97M-V with the def2-TZVPD basis set) on a molecular structure, C32H29BrCl3CuGeN4O2S.

Last column: Löwdin charge in e.
Positions of all 74 atoms, in Å:
Cu: -0.89420 -1.24960 0.60892  0.36
C: 0.48838 4.16626 -2.92704  -0.03
C: 0.94719 4.59802 -1.56107  -0.21
C: 1.55974 5.82617 -1.35737  -0.04
C: 1.96238 6.23984 -0.09560  -0.08
C: 1.72762 5.42159 0.99571  -0.08
C: 1.11039 4.19234 0.82187  -0.04
C: 0.74048 3.76644 -0.45243  -0.19
N: 0.09871 2.53248 -0.68119  0.16
C: 0.09000 1.39753 0.08439  -0.32
N: 1.18535 1.19891 0.83917  0.17
C: 1.49846 0.09492 1.63833  -0.18
C: 0.70790 -1.03298 1.69108  -0.06
C: 1.06828 -2.11255 2.47271  -0.08
C: 2.22438 -2.05541 3.23382  -0.06
C: 3.02635 -0.92523 3.17861  -0.04
C: 2.68516 0.15773 2.38796  -0.20
C: 3.57227 1.37175 2.30157  -0.04
N: -0.92046 0.57370 0.02753  0.08
C: -2.02350 0.99919 -0.78545  -0.30
C: -2.92140 1.92992 -0.27434  -0.06
C: -3.94625 2.41866 -1.06393  -0.08
C: -4.07058 1.98318 -2.37383  -0.07
C: -3.16646 1.06507 -2.88421  -0.06
C: -2.12985 0.55550 -2.10914  -0.26
C: -1.16106 -0.44641 -2.67038  -0.05
H: 0.76841 4.90321 -3.67651  0.08
H: -0.60106 4.06066 -2.95750  0.09
H: 0.92483 3.20531 -3.20818  0.09
H: 1.72586 6.47153 -2.21158  0.11
H: 2.44316 7.19991 0.03565  0.10
H: 2.00351 5.74187 1.99195  0.11
H: 0.87868 3.57775 1.68123  0.11
H: -0.59416 2.53114 -1.41495  0.12
H: 1.92172 1.86898 0.69269  0.12
H: 0.46837 -3.01084 2.47231  0.10
H: 2.49938 -2.90019 3.85147  0.11
H: 3.94439 -0.89118 3.75279  0.11
H: 4.45246 1.24574 2.92809  0.08
H: 3.05303 2.27543 2.63243  0.08
H: 3.92010 1.53565 1.27677  0.09
H: -2.80398 2.26522 0.74882  0.12
H: -4.65162 3.12865 -0.65254  0.11
H: -4.88079 2.34467 -2.99333  0.11
H: -3.26442 0.72594 -3.90821  0.11
H: -1.38081 -0.64367 -3.71781  0.09
H: -1.23283 -1.39319 -2.12934  0.02
H: -0.12525 -0.11272 -2.57844  0.08
S: -2.94802 -2.49588 4.74839  1.04
C: -3.01278 -0.79385 4.55382  -0.38
C: -2.43765 -0.44269 3.37952  -0.26
N: -1.93741 -1.48966 2.65261  -0.09
C: -2.13546 -2.62480 3.24985  -0.51
H: -3.48025 -0.16481 5.29229  0.07
H: -2.35870 0.56049 2.98944  0.11
H: -1.85032 -3.58450 2.84500  0.07
Cl: -4.13046 -2.26590 -2.10436  0.08
Ge: -3.20533 -2.10696 -0.09981  -0.07
Cl: -3.85550 -4.03143 0.79139  0.06
Cl: -4.72406 -0.79014 0.91613  0.06
Br: -1.34318 -4.86889 -2.06076  0.80
C: 0.53744 -5.04813 -1.85223  -0.58
C: 1.11680 -6.18176 -2.40506  -0.13
C: 2.49182 -6.33972 -2.37665  -0.08
C: 3.29400 -5.35154 -1.82627  -0.08
C: 2.71381 -4.21578 -1.29306  -0.02
C: 1.33148 -4.05572 -1.27134  -0.15
C: 0.79282 -2.79453 -0.65114  -0.60
O: 1.34333 -1.72472 -0.89510  0.06
O: -0.24008 -2.93906 0.11641  -0.18
H: 0.48305 -6.92725 -2.86515  0.09
H: 2.93674 -7.22984 -2.80221  0.10
H: 4.37001 -5.46546 -1.82237  0.10
H: 3.31964 -3.42434 -0.87084  0.12

Energy relative to the best compared isomer or geometry (same formula, charge and spin)   114.48 kJ/mol
Gap between HOMO and LUMO   6.66 eV
Calculated total energy   -263315.259 eV
LUMO level   -0.05879 Eh
Charge   0